# 1
13
Properties=species:S:1:pos:R:3 method="wB97M-V/def2-TZVPD" homo_energy_ha=-0.367 de_lowest_kcal_mol=65.5 smiles="CN=C=O.C#CCl.Cl" lumo_energy_ha=0.0186
C -0.830 0.883 -0.901
N -0.114 -0.326 -0.595
C -0.247 -1.434 -0.202
O -0.359 -2.476 0.281
H -0.605 1.548 -0.175
H -0.431 1.336 -1.923
H -1.833 0.836 -0.788
C 2.905 1.116 1.738
C 3.001 0.571 0.666
Cl 3.293 -0.313 -0.659
H 2.892 1.581 2.665
Cl -3.310 -1.384 0.238
H -4.363 -1.939 -0.345



# 2
14
Properties=species:S:1:pos:R:3 method="wB97M-V/def2-TZVPD" homo_energy_ha="-0.643 / -0.777" total_charge=+2 multiplicity=6 lumo_energy_ha="-0.4094 / -0.5441"
H -1.022 -1.859 3.703
O -0.160 -0.776 1.860
C -0.942 -0.938 0.700
C -0.639 0.157 -0.313
O 0.790 0.254 -0.435
C 1.234 1.117 -1.480
Co 1.545 -0.180 1.266
H -2.012 -0.888 0.955
H -0.760 -1.924 0.241
H -1.022 1.134 0.022
H -1.068 -0.085 -1.296
H 2.328 1.127 -1.458
H 0.884 0.729 -2.445
H 0.845 2.132 -1.319



# 3
52
Properties=species:S:1:pos:R:3 method="wB97M-V/def2-TZVPD" homo_energy_ha=-0.296 lumo_energy_ha=-0.0058
C -2.312 -0.556 -5.309
C -1.111 0.276 -4.694
P 0.474 -0.682 -5.060
C 1.684 0.628 -5.609
N 0.995 -1.462 -3.534
C 2.207 -0.864 -2.927
C 1.963 0.523 -2.312
O 2.839 1.272 -2.349
F 0.782 0.919 -1.767
S 1.337 -3.070 -3.963
O 2.020 -3.747 -2.914
O 2.083 -3.106 -5.179
F -0.059 -3.771 -4.235
H -1.952 -1.499 -5.757
H -2.961 -0.837 -4.456
H -2.866 0.015 -6.072
H -1.241 0.420 -3.608
H -1.079 1.258 -5.208
H 1.557 0.823 -6.688
H 1.405 1.577 -5.096
H 2.738 0.433 -5.356
H 2.488 -1.520 -2.069
H 3.082 -0.878 -3.599
O -2.505 1.254 2.488
P -1.029 1.058 2.809
N -0.941 -0.593 2.375
C -0.515 -1.716 3.174
C -1.272 -0.968 1.009
N -1.216 1.311 4.514
C -1.556 0.233 5.423
C -1.998 2.497 4.853
N 0.702 1.074 3.049
C 1.537 0.927 1.855
C 1.402 1.667 4.184
H 0.347 -1.479 3.803
H -0.199 -2.556 2.548
H -1.329 -2.081 3.808
H -0.360 -1.166 0.429
H -1.817 -0.173 0.498
H -1.905 -1.860 0.980
H -2.484 -0.276 5.127
H -1.684 0.612 6.440
H -0.744 -0.493 5.496
H -3.077 2.317 4.781
H -1.749 3.326 4.186
H -1.771 2.827 5.870
H 1.967 -0.080 1.816
H 2.358 1.646 1.816
H 0.954 1.079 0.945
H 1.380 0.989 5.039
H 0.976 2.625 4.478
H 2.458 1.849 3.964



# 4
17
Properties=species:S:1:pos:R:3 method="wB97M-V/def2-TZVPD" homo_energy_ha="-0.369 / -0.369" multiplicity=2 de_lowest_kcal_mol=24.4 lumo_energy_ha="0.0065 / -0.1584"
C 1.519 0.229 -1.214
O 0.959 -0.062 0.016
H 1.819 1.297 -1.343
H 0.846 -0.016 -2.069
H 2.403 -0.345 -1.402
H 2.788 -1.710 1.935
H 2.333 -1.163 0.569
O 3.132 -1.287 1.106
H -0.440 -0.543 -0.196
H -1.663 -1.215 0.834
O -1.531 -0.802 -0.097
H -0.295 2.819 0.630
H 0.045 1.480 1.004
O -0.578 2.147 1.293
H -4.241 0.129 -0.849
H -3.056 -0.488 -0.104
O -4.041 -0.468 -0.111



# 5
11
Properties=species:S:1:pos:R:3 method="wB97M-V/def2-TZVPD" homo_energy_ha=-0.348 de_lowest_kcal_mol=101.1 lumo_energy_ha=-0.0037
C 0.582 -0.670 -0.385
C 0.224 0.465 -0.636
C 1.296 -1.871 0.033
O -2.377 2.882 0.855
O -1.449 0.707 1.700
O -0.504 1.487 -0.989
S -2.149 1.442 0.704
H 0.885 -2.323 0.826
H 2.421 -1.642 0.153
H 1.154 -2.600 -0.706
H -0.082 2.121 -1.556



# 6
41
Properties=species:S:1:pos:R:3 method="wB97M-V/def2-TZVPD" homo_energy_ha=-0.345 de_lowest_kcal_mol=55.2 smiles="C[C@H](Cl)Cc1cccc2c1C(=O)c1ccccc1C2=O.NC(N)=O" lumo_energy_ha=-0.0255
C -2.057 2.575 -0.375
C -1.475 1.277 -1.059
Cl -2.029 1.285 -2.807
C -1.946 -0.072 -0.360
C -1.429 -0.032 1.105
C -2.340 0.184 2.234
C -1.786 0.248 3.585
C -0.347 0.097 3.822
C 0.553 -0.126 2.715
C -0.011 -0.198 1.351
C 1.029 -0.465 0.211
O 0.863 -1.250 -0.692
C 2.355 0.351 0.367
C 2.950 0.976 -0.789
C 4.194 1.736 -0.562
C 4.763 1.797 0.767
C 4.147 1.164 1.944
C 2.919 0.431 1.730
C 2.105 -0.269 2.868
O 2.619 -0.893 3.760
H -2.428 2.423 0.668
H -1.233 3.344 -0.360
H -2.900 3.040 -0.956
H -0.357 1.382 -1.043
H -3.049 -0.228 -0.437
H -1.459 -0.896 -0.938
H -3.425 0.324 2.032
H -2.506 0.415 4.423
H 0.022 0.181 4.866
H 2.456 0.904 -1.785
H 4.640 2.234 -1.454
H 5.700 2.391 0.885
H 4.599 1.239 2.955
N -2.715 -3.407 -4.388
C -1.782 -2.697 -3.690
N -1.160 -3.390 -2.694
O -1.523 -1.533 -3.936
H -2.942 -4.365 -4.201
H -3.194 -2.928 -5.130
H -0.464 -2.897 -2.157
H -1.357 -4.348 -2.474



# 7
15
Properties=species:S:1:pos:R:3 method="wB97M-V/def2-TZVPD" homo_energy_ha=-0.374 de_lowest_kcal_mol=43.7 smiles="COC(=O)[C@@H](C)O" lumo_energy_ha=0.0289
C -1.504 1.093 -1.365
O -0.880 0.429 -0.298
C 0.460 0.475 -0.247
O 1.212 0.848 -1.117
C 0.818 -0.210 1.015
C 0.188 -1.731 0.527
O 2.125 0.093 1.479
H -1.350 2.157 -1.200
H -2.566 0.846 -1.314
H -1.074 0.769 -2.312
H 0.179 0.140 1.830
H -0.921 -1.783 0.385
H 0.434 -2.485 1.266
H 0.557 -2.030 -0.471
H 2.781 0.289 0.787



# 8
48
Properties=species:S:1:pos:R:3 method="wB97M-V/def2-TZVPD" homo_energy_ha=-0.317 smiles=Cn1ncnc1COc1nn2c(-c3cc(F)ccc3F)nnc2cc1C(C)(C)C lumo_energy_ha=0.0018
C -0.746 -2.718 1.476
N 0.397 -2.851 0.622
N 1.501 -3.469 1.052
C 2.330 -3.379 0.042
N 1.823 -2.729 -1.022
C 0.606 -2.403 -0.632
C -0.394 -1.771 -1.537
O -1.381 -0.957 -0.926
C -0.982 0.220 -0.419
N 0.300 0.407 -0.316
N 0.706 1.575 0.162
C 1.960 2.070 0.352
C 3.189 1.313 0.196
C 4.301 1.887 -0.413
C 5.457 1.142 -0.537
F 6.526 1.696 -1.138
C 5.555 -0.156 -0.064
C 4.461 -0.721 0.567
C 3.297 0.014 0.688
F 2.255 -0.526 1.349
N 1.862 3.324 0.748
N 0.589 3.666 0.837
C -0.136 2.622 0.486
C -1.523 2.403 0.387
C -1.986 1.196 -0.052
C -3.466 0.892 -0.201
C -3.823 -0.346 0.632
C -3.781 0.641 -1.683
C -4.334 2.058 0.281
H -0.597 -3.381 2.326
H -1.654 -2.997 0.941
H -0.839 -1.692 1.837
H 3.315 -3.797 0.054
H -0.970 -2.556 -2.043
H 0.166 -1.198 -2.284
H 4.253 2.900 -0.779
H 6.476 -0.704 -0.182
H 4.499 -1.718 0.973
H -2.168 3.219 0.658
H -3.305 -1.225 0.264
H -3.558 -0.189 1.676
H -4.893 -0.530 0.575
H -3.253 -0.231 -2.055
H -3.498 1.504 -2.281
H -4.849 0.474 -1.806
H -4.162 2.951 -0.315
H -5.382 1.787 0.180
H -4.144 2.284 1.328



# 9
10
Properties=species:S:1:pos:R:3 method="wB97M-V/def2-TZVPD" homo_energy_ha=-0.362 de_lowest_kcal_mol=84.5 lumo_energy_ha=-0.0030
O 0.859 -2.052 0.447
C -0.173 -1.566 0.834
C -0.412 0.058 1.057
N -0.916 -0.140 -0.147
C -0.202 0.614 -1.018
C 0.599 1.438 -0.301
O 0.461 1.130 1.022
H -1.140 -2.098 0.815
H -0.316 0.371 -2.066
H 1.240 2.247 -0.643



# 10
91
Properties=species:S:1:pos:R:3 method="wB97M-V/def2-TZVPD" homo_energy_ha="-0.270 / -0.270" multiplicity=7 de_lowest_kcal_mol=7.4 lumo_energy_ha="-0.0356 / 0.0027"
Eu -16.486 -3.465 -14.445
O -19.029 -0.923 -11.436
C -18.149 -1.350 -12.177
O -18.210 -2.442 -12.892
C -16.878 -0.593 -12.469
C -16.562 0.665 -11.994
C -15.371 1.269 -12.363
C -14.457 0.586 -13.130
C -14.831 -0.695 -13.555
N -16.059 -1.246 -13.293
C -13.920 -1.638 -14.349
O -12.969 -1.228 -15.069
O -14.204 -2.913 -14.213
H -17.284 1.208 -11.376
H -15.155 2.258 -11.944
H -13.458 0.898 -13.338
Cl -24.066 -4.163 -15.494
C -22.396 -3.839 -15.462
C -21.940 -2.596 -15.956
C -20.637 -2.281 -15.905
Cl -20.064 -0.774 -16.524
C -19.612 -3.270 -15.557
O -18.379 -3.061 -15.682
C -20.108 -4.535 -14.952
C -19.166 -5.582 -14.623
O -17.970 -5.485 -14.345
C -21.504 -4.797 -14.965
H -22.731 -1.921 -16.276
H -19.709 -6.559 -14.659
H -21.948 -5.750 -14.572
C -13.646 -8.258 -15.511
C -14.401 -6.994 -16.014
C -15.923 -7.203 -15.952
C -14.058 -5.664 -15.375
C -12.571 -5.420 -15.047
O -12.498 -5.951 -13.667
C -13.734 -5.832 -13.121
N -14.665 -5.569 -14.011
C -13.818 -6.199 -11.690
C -12.941 -7.184 -11.258
C -13.082 -7.801 -10.020
C -14.044 -7.285 -9.138
C -14.905 -6.273 -9.563
C -14.799 -5.717 -10.863
P -15.830 -4.294 -11.202
C -17.394 -4.790 -10.466
C -18.222 -3.742 -9.989
C -19.517 -4.040 -9.593
C -20.012 -5.311 -9.518
C -19.200 -6.341 -10.023
C -17.909 -6.085 -10.500
C -15.184 -3.127 -9.912
C -14.031 -2.419 -10.377
C -13.563 -1.351 -9.665
C -14.015 -1.135 -8.381
C -14.999 -1.924 -7.893
C -15.612 -2.954 -8.585
H -13.878 -9.138 -16.227
H -13.977 -8.566 -14.522
H -12.580 -8.147 -15.501
H -14.106 -6.934 -17.113
H -16.324 -7.208 -14.935
H -16.179 -8.203 -16.400
H -16.395 -6.492 -16.604
H -14.524 -4.887 -15.985
H -12.384 -4.357 -15.014
H -11.842 -5.981 -15.660
H -12.061 -7.437 -11.934
H -12.445 -8.618 -9.751
H -14.213 -7.737 -8.157
H -15.721 -6.007 -8.928
H -17.912 -2.715 -10.027
H -20.141 -3.168 -9.324
H -20.979 -5.431 -9.068
H -19.538 -7.364 -10.061
H -17.363 -6.874 -10.973
H -13.683 -2.723 -11.369
H -12.807 -0.602 -10.043
H -13.440 -0.403 -7.732
H -15.336 -1.781 -6.859
H -16.483 -3.509 -8.186
N -13.392 -0.448 -17.598
C -14.214 -0.598 -18.632
N -14.148 0.274 -19.654
N -15.241 -1.484 -18.641
C -15.336 -2.302 -17.659
N -15.685 -3.061 -16.810
H -12.547 0.138 -17.722
H -13.530 -0.787 -16.690
H -13.308 0.864 -19.777
H -14.711 0.129 -20.512



# 11
17
Properties=species:S:1:pos:R:3 method="wB97M-V/def2-TZVPD" homo_energy_ha=-0.362 de_lowest_kcal_mol=31.6 smiles=C[C@H]1OCC[C@H]1O lumo_energy_ha=0.0320
C 1.793 0.015 -0.715
C 0.876 0.244 0.471
O 0.179 1.485 0.352
C -1.104 1.202 -0.171
C -1.526 -0.072 0.558
C -0.212 -0.866 0.639
O -0.124 -1.927 -0.293
H 2.494 0.847 -0.805
H 1.231 -0.045 -1.653
H 2.357 -0.914 -0.606
H 1.481 0.323 1.378
H -1.065 1.051 -1.264
H -1.744 2.061 0.041
H -1.868 0.188 1.565
H -2.315 -0.644 0.059
H -0.105 -1.355 1.610
H -0.349 -1.591 -1.164



# 12
33
Properties=species:S:1:pos:R:3 method="wB97M-V/def2-TZVPD" homo_energy_ha="-0.535 / -0.520" total_charge=+1 multiplicity=2 de_lowest_kcal_mol=23.9 lumo_energy_ha="-0.1162 / -0.4091"
O -9.008 1.317 21.404
H -9.637 1.747 20.824
H -9.407 0.470 21.605
O -11.592 -3.079 18.913
H -11.759 -2.683 19.768
H -10.815 -3.621 19.047
O -11.214 3.428 17.199
H -11.006 2.790 17.882
H -10.924 3.012 16.387
O -8.799 -0.512 15.388
H -7.931 -0.767 15.073
H -9.060 -1.223 15.973
O -9.766 -1.477 21.750
H -9.840 -2.060 22.505
H -10.661 -1.399 21.418
O -13.014 0.560 16.505
H -13.184 -0.063 15.798
H -12.069 0.510 16.647
O -12.405 -1.637 20.935
H -13.059 -1.068 20.528
H -12.882 -2.096 21.626
O -7.704 1.455 17.504
H -7.637 2.357 17.190
H -8.354 1.049 16.931
O -10.993 0.571 18.621
H -11.462 0.175 19.356
H -10.419 -0.125 18.301
O -10.197 -2.742 16.454
H -10.150 -2.760 17.410
H -10.648 -3.553 16.221
O -13.825 0.107 19.402
H -14.667 0.561 19.430
H -13.550 0.167 18.488



# 13
62
Properties=species:S:1:pos:R:3 method="wB97M-V/def2-TZVPD" homo_energy_ha=-0.086 total_charge=-2 de_lowest_kcal_mol=9.5 lumo_energy_ha=0.1532
Ba 1.564 -1.253 0.166
O 1.575 3.385 -6.511
S 0.572 2.661 -5.768
O -0.360 1.880 -6.545
N 1.235 1.784 -4.567
C 0.887 2.225 -3.378
S 1.365 1.604 -1.892
C -0.036 3.417 -3.419
C -0.595 4.119 -2.364
C -1.438 5.183 -2.653
C -1.718 5.543 -3.970
C -1.154 4.841 -5.028
C -0.321 3.786 -4.717
H -0.363 3.822 -1.350
H -1.890 5.745 -1.844
H -2.381 6.377 -4.166
H -1.360 5.105 -6.058
C -2.457 1.022 -0.885
C -2.255 1.187 0.617
C -3.588 1.233 1.359
C -1.442 2.442 0.912
O -1.448 0.112 1.141
P -1.768 -1.467 0.880
O -3.210 -1.776 0.777
O -0.817 -1.880 -0.213
O -1.086 -1.966 2.270
C -1.398 -3.236 2.890
C -2.747 -3.108 3.592
C -0.282 -3.452 3.901
C -1.414 -4.362 1.861
H -3.031 1.866 -1.274
H -3.001 0.101 -1.097
H -1.492 0.998 -1.395
H -4.176 2.088 1.014
H -3.410 1.344 2.431
H -4.144 0.314 1.184
H -1.981 3.328 0.568
H -0.482 2.393 0.396
H -1.270 2.530 1.986
H -2.712 -2.288 4.313
H -2.981 -4.032 4.128
H -3.527 -2.905 2.860
H -0.243 -2.613 4.599
H 0.679 -3.545 3.395
H -0.463 -4.370 4.465
H -2.194 -4.188 1.119
H -1.623 -5.306 2.370
H -0.445 -4.448 1.370
F 6.522 -0.011 0.617
C 5.870 -0.039 -0.564
F 6.034 1.172 -1.132
F 6.504 -0.931 -1.341
C 4.359 -0.366 -0.376
O 3.849 -1.162 -1.182
O 3.802 0.214 0.579
C 4.690 -3.303 2.670
O 3.750 -4.289 2.332
C 2.665 -3.776 1.510
O 1.927 -4.653 1.116
H 5.064 -3.489 3.682
H 4.246 -2.302 2.638
H 5.546 -3.306 1.984



# 14
22
Properties=species:S:1:pos:R:3 method="wB97M-V/def2-TZVPD" homo_energy_ha="-0.306 / -0.270" de_lowest_kcal_mol=93.2 lumo_energy_ha="-0.0068 / 0.0030"
C -1.293 2.430 -0.818
C -0.907 1.550 -0.091
C -2.096 3.517 -1.300
C 1.802 -1.987 0.684
C 2.454 0.145 -0.384
C -2.230 -2.232 0.723
C 1.310 -0.796 -0.094
Si -0.165 -0.014 0.808
H -2.586 3.963 -0.531
H -1.487 4.175 -1.903
H -2.786 2.997 -1.933
H 0.890 -2.637 0.676
H 2.791 -2.296 0.420
H 1.865 -1.793 1.807
H 3.154 -0.150 -1.155
H 3.070 0.184 0.544
H 1.958 1.069 -0.592
H -1.973 -1.980 -0.331
H -1.553 -2.923 1.230
H -3.287 -2.330 1.066
H 0.984 -1.217 -1.043
H 0.087 0.324 2.217



# 15
9
Properties=species:S:1:pos:R:3 method="wB97M-V/def2-TZVPD" homo_energy_ha=-0.574 total_charge=+1 de_lowest_kcal_mol=127.1 lumo_energy_ha=-0.2979
C -1.221 -0.198 -0.357
C 0.597 -0.398 -0.138
N -0.181 -0.158 -1.264
N -0.491 -0.336 0.751
H -2.350 -0.005 -0.594
H 1.571 -1.004 -0.135
H 1.167 0.847 0.101
H 1.507 1.779 -0.056
H -0.599 -0.527 1.693